Entry 1:
C29H31N3O6 | wB97M-V/def2-TZVPD

Each line ends with the Löwdin charge.
Positions of all 69 atoms, in Å:
C: -2.19 -2.10 -2.27  -0.06
C: -1.78 -1.34 -1.02  -0.21
O: -0.85 -2.08 -0.21  0.01
C: 0.43 -2.02 -0.56  -0.49
O: 0.85 -1.49 -1.55  0.10
C: 1.30 -2.68 0.49  0.00
C: 1.71 -1.62 1.56  -0.23
N: 2.23 -0.44 0.90  0.14
C: 3.50 -0.42 0.47  -0.42
O: 4.35 -1.21 0.85  0.06
C: 3.85 0.62 -0.56  -0.03
C: 5.21 0.74 -0.83  -0.01
C: 5.71 1.51 -1.87  -0.05
C: 4.83 2.17 -2.72  -0.02
C: 3.48 2.07 -2.47  -0.13
C: 2.97 1.34 -1.38  0.01
C: 1.50 1.54 -1.39  -0.36
O: 0.66 1.19 -0.57  0.04
N: 1.21 2.28 -2.48  -0.04
C: -0.14 2.61 -2.87  -0.09
C: -0.59 1.81 -4.07  -0.18
C: -1.29 2.41 -5.11  -0.03
C: -1.70 1.63 -6.18  -0.06
C: -1.39 0.28 -6.16  -0.15
N: -0.73 -0.30 -5.18  0.08
C: -0.34 0.44 -4.16  -0.09
C: 2.36 2.66 -3.26  -0.07
C: 0.56 -1.33 2.48  -0.17
C: 0.41 -2.07 3.64  -0.03
C: -0.67 -1.87 4.48  -0.01
C: -1.65 -0.93 4.19  -0.18
O: -2.75 -0.72 4.98  -0.09
C: -2.87 -1.44 6.19  -0.26
C: -4.15 -0.96 6.87  -0.06
C: -1.51 -0.16 3.02  -0.18
O: -2.37 0.80 2.56  -0.07
C: -3.33 1.38 3.40  -0.08
C: -0.41 -0.37 2.19  0.06
H: -2.93 -1.53 -2.81  0.08
H: -1.33 -2.25 -2.92  0.07
H: -2.60 -3.07 -2.00  0.08
H: -2.63 -1.16 -0.36  0.13
H: -1.32 -0.38 -1.29  0.10
H: 2.21 -3.05 0.01  0.13
H: 0.76 -3.49 0.97  0.13
H: 2.54 -2.05 2.14  0.15
H: 1.54 0.18 0.48  0.08
H: 5.88 0.17 -0.21  0.12
H: 6.77 1.57 -2.03  0.11
H: 5.20 2.74 -3.56  0.12
H: -0.78 2.37 -2.01  0.14
H: -0.21 3.68 -3.08  0.13
H: -1.50 3.47 -5.09  0.11
H: -2.24 2.06 -7.01  0.10
H: -1.69 -0.38 -6.97  0.10
H: 0.20 -0.08 -3.38  0.10
H: 2.31 2.24 -4.27  0.14
H: 2.43 3.75 -3.34  0.14
H: 1.15 -2.81 3.90  0.12
H: -0.75 -2.47 5.37  0.10
H: -2.01 -1.24 6.83  0.13
H: -2.93 -2.52 5.99  0.13
H: -5.01 -1.15 6.23  0.08
H: -4.28 -1.49 7.81  0.08
H: -4.09 0.11 7.06  0.08
H: -3.74 2.21 2.83  0.09
H: -2.88 1.76 4.32  0.10
H: -4.13 0.68 3.65  0.09
H: -0.35 0.24 1.31  0.11

Summary:
HOMO-LUMO gap	0.301	hartree
energy relative to the best compared isomer or geometry (same formula, charge and spin)	0.165	eV
lowest unoccupied orbital energy	0.3	eV
charge	0
SMILES	CCOC(=O)C[C@@H](NC(=O)c1cccc2c1C(=O)N(Cc1cccnc1)C2)c1ccc(OCC)c(OC)c1
E_tot	-47332.7666	eV
HOMO energy	-7.9	eV

***

Entry 2:
C29H31NO2S2V | wB97M-V/def2-TZVPD

Each line ends with the Löwdin charge.
Positions of all 66 atoms, in Å:
V: -0.01 -1.18 -1.57  0.53
C: 0.40 -3.20 -2.52  -0.30
C: -0.56 -3.37 -1.48  -0.29
C: -1.72 -2.63 -1.84  -0.30
C: -1.48 -2.00 -3.09  -0.29
C: -0.16 -2.35 -3.51  -0.30
C: 0.50 -1.93 -4.78  -0.03
C: -2.45 -1.14 -3.84  -0.03
C: -3.00 -2.56 -1.05  -0.04
C: -0.39 -4.23 -0.26  -0.03
C: 1.76 -3.82 -2.58  -0.03
H: 0.35 -2.67 -5.57  0.09
H: 1.58 -1.80 -4.64  0.07
H: 0.11 -0.98 -5.14  0.07
H: -3.05 -1.74 -4.53  0.09
H: -1.93 -0.38 -4.43  0.07
H: -3.13 -0.62 -3.17  0.07
H: -3.71 -3.32 -1.36  0.09
H: -3.49 -1.59 -1.17  0.07
H: -2.82 -2.70 0.02  0.07
H: -0.68 -5.26 -0.47  0.09
H: -1.01 -3.87 0.56  0.07
H: 0.64 -4.24 0.08  0.07
H: 1.75 -4.75 -3.15  0.09
H: 2.14 -4.06 -1.58  0.07
H: 2.48 -3.15 -3.05  0.07
O: 4.32 0.60 4.41  0.11
C: 4.00 1.59 3.54  -0.50
O: 4.07 2.74 3.90  0.10
C: 3.56 1.18 2.18  -0.16
C: 3.07 -0.09 1.89  -0.04
C: 2.60 -0.39 0.62  -0.12
C: 2.60 0.56 -0.41  -0.72
S: 1.95 0.22 -2.00  0.59
C: 3.14 1.82 -0.11  -0.12
C: 3.59 2.13 1.16  -0.02
H: 4.33 -0.24 3.95  0.09
H: 2.99 -0.85 2.65  0.12
H: 2.21 -1.38 0.41  0.09
H: 3.16 2.57 -0.89  0.10
H: 3.97 3.12 1.38  0.12
N: -0.84 -0.03 -0.01  -0.37
S: -0.33 1.43 0.38  1.05
C: -0.02 1.49 2.14  -0.41
C: 0.52 2.66 2.67  -0.08
C: 0.87 2.69 4.01  -0.07
C: 0.68 1.57 4.80  -0.06
C: 0.15 0.41 4.26  -0.07
C: -0.20 0.36 2.91  -0.09
C: -1.74 2.52 0.26  -0.38
C: -1.90 3.16 -0.96  -0.08
C: -3.01 3.97 -1.17  -0.07
C: -3.95 4.12 -0.15  -0.07
C: -3.78 3.48 1.06  -0.07
C: -2.67 2.67 1.28  -0.07
H: -1.72 -0.26 0.44  0.03
H: 0.68 3.52 2.03  0.12
H: 1.31 3.58 4.42  0.11
H: 0.98 1.59 5.84  0.11
H: 0.02 -0.47 4.88  0.11
H: -0.57 -0.55 2.46  0.10
H: -1.16 3.03 -1.74  0.12
H: -3.14 4.47 -2.11  0.11
H: -4.81 4.75 -0.31  0.11
H: -4.51 3.61 1.85  0.11
H: -2.53 2.18 2.23  0.11

Summary:
HOMO-LUMO gap (alpha / beta)	0.255 / 0.285	hartree
energy relative to the best compared isomer or geometry (same formula, charge and spin)	0.000	eV
lowest unoccupied orbital energy (alpha / beta)	0.2 / 0.2	eV
charge	0
2S+1	4
E_tot	-83520.5389	eV
HOMO energy (alpha / beta)	-6.7 / -7.5	eV